DFT (wB97M-V/def2-TZVPD) results for a structure of composition C58H142FN10O14Y in a non-equilibrium geometry.

The calculation puts the HOMO-LUMO gap at 6.32 eV. The calculation puts the lowest unoccupied orbital energy at -0.002 hartree. Its HOMO energy is -6.378 eV. As for the total energy: -4033.8598 Eh.

Each line ends with the Mulliken charge.
Atoms and positions in Å:
Y 3.18990 -1.36024 -1.61838  0.26
C -1.07942 -2.45577 0.13651  -1.10
C -1.17132 -0.93142 0.40576  3.20
C -1.98933 -0.67195 1.68084  -1.62
C -1.85999 0.75271 2.23179  0.23
C -0.36864 1.04100 2.25592  0.24
C 0.41188 0.92072 0.93201  2.72
N 0.23749 -0.45532 0.44929  0.24
O 1.08890 -0.79106 -0.62661  2.50
C 1.85877 1.19140 1.33869  0.56
C -0.09263 2.04215 -0.00246  -0.78
C -1.95245 -0.32849 -0.76789  -0.70
H -1.10384 -2.67398 -0.93369  -0.53
H -1.79479 -3.14605 0.59248  0.79
H -0.11078 -2.85520 0.45116  -1.33
H -1.93732 -1.47305 2.42424  0.25
H -3.05541 -0.80583 1.45072  0.60
H -2.31154 0.84823 3.21989  0.62
H -2.45371 1.38073 1.56281  -1.12
H 0.07043 0.28004 2.90404  -0.72
H -0.23575 2.00335 2.75942  0.22
H 2.09611 2.25239 1.44089  -0.29
H 2.45608 0.87424 0.48607  -1.74
H 2.18411 0.61380 2.20127  0.03
H -1.15569 2.24965 0.12368  -0.92
H 0.05891 1.73268 -1.04097  -0.48
H 0.38371 3.01932 0.11395  0.50
H -1.34860 -0.29024 -1.67429  -0.83
H -2.37469 0.65358 -0.54355  -0.48
H -2.85175 -0.87926 -1.06256  0.47
C 3.32497 -2.77646 -5.82470  -1.41
C 2.47708 -1.56798 -6.16416  1.49
C 1.42446 -1.94690 -7.22610  -1.21
C 0.14198 -1.15248 -7.32563  -0.88
C -0.39001 -0.91612 -5.92740  -1.25
C 0.61433 -0.23720 -4.98937  2.31
N 1.78788 -1.12294 -4.89143  0.15
O 2.63417 -0.69367 -3.87346  1.14
C -0.18443 -0.20521 -3.67450  -1.66
C 0.84002 1.19871 -5.52765  -1.86
C 3.38805 -0.41406 -6.69366  -1.49
H 4.31943 -2.43621 -5.54689  -0.04
H 3.51445 -3.32195 -6.75506  0.47
H 2.90065 -3.45413 -5.08591  -0.01
H 1.08904 -2.94983 -6.93256  0.35
H 1.90379 -2.05451 -8.20098  0.44
H -0.61148 -1.72006 -7.87658  0.54
H 0.25766 -0.20845 -7.86374  0.34
H -0.63203 -1.91892 -5.55790  -0.17
H -1.31779 -0.34148 -5.94608  0.55
H -0.44010 -1.20246 -3.31639  -0.23
H -1.14893 0.28428 -3.83228  0.71
H 0.30170 0.33709 -2.86211  -0.15
H 0.93404 1.21944 -6.61143  0.34
H 1.74623 1.61175 -5.07964  -0.01
H 0.01300 1.86977 -5.28812  0.41
H 3.65628 -0.55046 -7.74181  0.40
H 4.27216 -0.32816 -6.05802  0.05
H 2.94524 0.57409 -6.58488  0.28
F 4.11256 -1.20606 0.58767  -0.88
C -3.00662 3.98836 7.46151  -1.61
C -2.00012 3.85891 6.27695  0.57
C -0.66115 3.17486 6.63841  -0.86
O 0.13252 2.89291 5.50395  0.27
C 0.69826 4.00487 4.81028  -0.79
N -2.65469 2.95726 5.32321  -0.17
H -2.49102 4.68358 8.12946  0.40
H -3.24484 3.03458 7.92579  0.35
H -3.89961 4.46887 7.06883  0.36
H -1.88115 4.86649 5.87706  0.23
H -0.90744 2.22398 7.11099  0.18
H -0.14458 3.79063 7.38651  0.40
H 0.05385 4.31885 3.98487  0.29
H 1.56493 3.60169 4.28085  -0.07
H 1.02842 4.79359 5.48562  0.55
H -2.91990 2.03433 5.64552  0.29
H -1.87963 2.75781 4.68908  -0.21
C 3.39273 5.30115 1.40501  0.41
C 4.46757 5.98013 2.27004  0.47
C 4.67812 5.47006 3.71226  -0.69
O 5.69961 6.22304 4.32522  -0.38
C 5.36597 6.92875 5.47422  -0.76
N 5.78022 5.74520 1.63873  -0.72
H 2.60880 6.03371 1.20380  0.45
H 2.91476 4.51894 2.00815  -0.34
H 3.62785 4.78833 0.47816  -0.62
H 4.26270 7.05195 2.38570  0.30
H 4.91705 4.40858 3.60949  0.38
H 3.70811 5.50261 4.21857  0.31
H 4.93766 6.37006 6.31214  0.29
H 4.71212 7.80148 5.33898  0.32
H 6.28667 7.39382 5.83492  0.28
H 5.90623 6.26322 0.77565  0.24
H 6.46806 6.13932 2.27566  0.24
C 1.16019 -5.11048 -1.07207  -1.03
C 1.25439 -4.48041 -2.45041  0.04
C 0.00986 -4.85163 -3.27919  -1.05
O -1.07794 -4.08471 -2.83478  0.60
C -2.14942 -4.07211 -3.74705  -1.30
N 1.40498 -2.99329 -2.46598  2.26
H 1.18404 -6.19979 -1.15149  0.52
H 0.29248 -4.82247 -0.48291  -0.38
H 2.09618 -4.95558 -0.52565  0.45
H 2.18457 -4.81767 -2.91470  0.68
H -0.15251 -5.92464 -3.11853  0.31
H 0.17070 -4.67206 -4.34842  0.35
H -1.84231 -3.84383 -4.77430  0.36
H -2.92314 -3.31343 -3.61583  0.39
H -2.67744 -5.02950 -3.74842  0.26
H 0.46985 -2.68416 -2.19032  -1.67
H 1.34617 -2.75089 -3.46756  -0.43
C 1.49130 -4.71590 2.68636  -1.70
C 1.91964 -3.28937 2.62810  2.20
C 1.02156 -2.30169 3.34872  -0.22
O 1.11046 -2.44587 4.74358  -0.46
C 0.01742 -1.96220 5.46387  -0.57
N 3.36936 -3.17353 3.12755  -0.77
H 1.06250 -4.98328 3.65887  0.44
H 2.19219 -5.54121 2.52820  0.46
H 0.79715 -4.87158 1.85131  0.07
H 2.00902 -3.00033 1.57669  -1.19
H -0.03920 -2.45318 3.11288  0.39
H 1.33433 -1.27998 3.10944  -0.34
H 0.08125 -2.15517 6.53296  0.34
H -0.94808 -2.35826 5.12606  0.38
H -0.05277 -0.87457 5.32339  0.03
H 3.37764 -3.99246 3.74272  0.42
H 3.20943 -2.50966 3.89169  0.20
C -6.04491 0.01162 -1.30406  -1.55
C -5.73867 1.52318 -1.25312  1.28
C -7.00135 2.36994 -1.44120  -0.81
O -7.18988 2.78900 -2.76365  -0.40
C -6.72680 4.07460 -3.09981  -0.64
N -5.24562 1.76214 0.13085  -0.55
H -6.39879 -0.22770 -2.31099  0.41
H -6.83806 -0.23713 -0.60142  0.41
H -5.12682 -0.53358 -1.09637  0.25
H -4.95149 1.68495 -1.99528  0.02
H -6.95295 3.18121 -0.70255  0.31
H -7.93300 1.86001 -1.17754  0.38
H -6.92565 4.85839 -2.35870  0.24
H -7.37902 4.39024 -3.91703  0.32
H -5.66689 4.10215 -3.36168  0.23
H -5.35713 2.74868 0.35247  -0.12
H -4.27035 1.53202 0.27347  0.08
C -7.56399 4.82989 4.45398  -0.70
O -6.57766 5.23996 3.55794  -0.36
C -5.68734 4.19582 3.27054  -0.78
C -4.60485 4.65707 2.28639  0.05
N -5.25381 5.01615 1.02845  0.03
C -4.40778 5.63745 0.02355  -1.24
C -3.39115 4.71974 -0.62271  1.05
O -2.63506 5.40977 -1.61764  -0.52
C -1.70671 4.53360 -2.20531  -0.50
H -8.06451 3.90322 4.14850  0.31
H -8.34428 5.54822 4.70133  0.29
H -7.14186 4.57612 5.43775  0.24
H -6.20367 3.32568 2.84547  0.35
H -5.18898 3.85089 4.18455  0.32
H -3.90569 3.85379 2.06613  -0.19
H -4.20713 5.56405 2.75870  0.42
H -6.15757 5.45005 1.11184  0.27
H -3.91259 6.51890 0.44984  0.25
H -5.05637 5.97334 -0.79001  0.39
H -3.83582 3.85671 -1.12682  -0.31
H -2.75262 4.33967 0.18626  0.02
H -2.03610 3.52309 -2.46738  0.15
H -0.81619 4.40053 -1.57979  0.18
H -1.39387 5.06806 -3.10431  0.41
C 4.88877 3.94186 -4.12445  -0.55
O 4.98252 3.65433 -2.73977  -0.39
C 3.71048 3.39789 -2.13232  -0.47
C 3.29507 1.94944 -2.34786  1.19
N 3.89348 1.02096 -1.35986  0.52
C 5.39862 0.96288 -1.50671  -1.24
C 5.95550 0.29972 -2.74370  -0.47
O 5.43037 -1.01161 -2.89927  -0.07
C 6.10797 -1.70885 -3.93912  -1.10
H 4.60251 3.03918 -4.66917  0.12
H 5.87572 4.17335 -4.53374  0.27
H 4.33382 4.86171 -4.32039  0.34
H 3.11417 4.24945 -2.47468  0.72
H 3.91546 3.55748 -1.07015  -0.56
H 3.53726 1.64408 -3.36539  -0.78
H 2.20266 1.91357 -2.33493  -0.49
H 3.75789 1.43838 -0.44536  0.00
H 5.76869 0.37393 -0.66154  0.49
H 5.94925 1.89906 -1.39812  0.59
H 7.03391 0.23679 -2.57521  0.53
H 5.71540 0.87028 -3.64630  0.33
H 5.59725 -2.67147 -3.94331  0.32
H 7.14888 -1.91402 -3.67863  0.38
H 6.05584 -1.24191 -4.92170  0.34
C -2.03811 -10.31521 -3.20573  -0.56
O -1.87408 -10.55277 -1.82784  -0.33
C -0.53820 -10.42516 -1.35634  -0.89
C -0.27057 -9.01451 -0.82904  0.14
N -0.66820 -8.81407 0.57253  -0.38
C -0.65246 -7.39514 0.90518  -0.54
C -1.95017 -6.62348 0.53283  0.29
O -3.01770 -7.53430 0.66462  -0.47
C -4.28413 -7.06195 0.17845  -0.64
H -1.23062 -10.81801 -3.74882  0.31
H -1.93136 -9.23770 -3.38640  0.13
H -3.00223 -10.62639 -3.59945  0.25
H 0.19958 -10.73069 -2.10010  0.45
H -0.45685 -11.07377 -0.48239  0.36
H -0.74465 -8.27574 -1.49124  -0.04
H 0.80211 -8.83140 -0.95566  0.27
H -1.63352 -9.12964 0.60068  0.39
H 0.21732 -6.86856 0.52822  0.04
H -0.59924 -7.38911 1.99782  0.18
H -1.76244 -6.22228 -0.47195  -0.17
H -2.09610 -5.77124 1.20139  0.51
H -4.03981 -6.57156 -0.76849  0.18
H -4.64502 -6.28561 0.85600  0.28
H -4.93520 -7.92002 0.05906  0.27
C 2.98344 1.33054 5.89849  -0.38
C 3.34742 -0.01840 6.51472  -0.21
O 4.64181 -0.49666 6.18529  -0.55
H 1.89858 1.20464 5.83491  -0.05
H 3.30060 1.37408 4.85653  0.16
H 3.22761 2.22814 6.46279  0.43
H 2.63765 -0.75761 6.13483  -0.12
H 3.27204 -0.11967 7.60492  0.37
H 5.27566 -0.03941 6.74455  0.30

Forces on atoms 1 to 6 (eV/Å):
Y -2.388 1.716 1.704
C 0.773 -0.592 -0.304
C 0.044 -1.154 -1.270
C -1.195 -0.113 0.410
C 0.376 -1.114 -0.686
C -0.475 0.065 0.750